1.
C6H10BrF | ωB97M-V with the def2-TZVPD basis set

Computed properties:
- Energy above the lowest of the compared OMol25 structures with the same formula, charge and spin: 50.23 kcal per mole
- Highest occupied orbital energy: -8.925 eV
- E_tot: -2908.3692 Ha
- Lowest unoccupied orbital energy: 0.9 eV
- Orbital gap: 0.3610 hartree

Each line ends with the natural charge from an NBO analysis.
Element x y z (Å)
C: 0.001 -0.484 2.066  -0.47
C: -0.081 -0.667 0.838  0.05
C: 2.141 -0.732 -1.296  -0.68
C: -0.800 0.861 -0.956  -0.62
C: 1.535 -1.575 -0.192  0.26
C: -1.018 -0.519 -0.290  -0.31
F: 2.458 -1.823 0.715  -0.35
Br: -2.761 -0.551 0.539  -0.02
H: -0.680 -0.205 2.801  0.22
H: 0.907 -0.800 2.565  0.22
H: 1.495 -0.511 -2.068  0.21
H: 2.938 -1.197 -1.742  0.22
H: 2.400 0.230 -0.846  0.22
H: 0.273 0.844 -1.271  0.22
H: -1.165 1.695 -0.370  0.23
H: -1.416 1.017 -1.902  0.22
H: 0.980 -2.510 -0.540  0.15
H: -0.880 -1.340 -0.967  0.23



2.
C6H10BrN2O2P | ωB97M-V with the def2-TZVPD basis set

Computed properties:
- Highest occupied orbital energy: -8.945 eV
- E_tot: -3409.8957 Ha
- Lowest unoccupied orbital energy: 0.1 eV
- Orbital gap: 0.3330 hartree
- SMILES string: N=[PH2][C@@H]1NC(=O)C[C@@H]1CC(=O)Br

Each line ends with the natural charge from an NBO analysis.
Element x y z (Å)
N: 2.082 -2.208 0.692  -1.33
P: 2.140 -0.604 0.635  1.27
C: 1.033 0.185 -0.678  -0.36
N: 1.268 1.653 -0.454  -0.70
C: 0.124 2.405 0.075  0.71
O: -0.128 3.633 0.108  -0.56
C: -0.831 1.190 0.613  -0.53
C: -0.564 0.110 -0.540  -0.20
C: -1.313 -1.309 -0.525  -0.52
C: -2.863 -1.244 -0.127  0.53
O: -3.802 -1.419 -0.952  -0.50
Br: -3.319 -0.907 1.805  -0.04
H: 3.038 -2.557 0.473  0.37
H: 1.808 -0.054 1.939  -0.04
H: 3.490 -0.224 0.323  -0.03
H: 1.222 -0.216 -1.732  0.26
H: 1.910 2.127 -1.101  0.41
H: -1.894 1.628 0.705  0.26
H: -0.320 0.941 1.608  0.23
H: -1.035 0.633 -1.463  0.22
H: -1.280 -1.738 -1.600  0.25
H: -0.768 -2.024 0.195  0.28



3.
C6H10BrN4S | ωB97M-V with the def2-TZVPD basis set

Computed properties:
- Energy above the lowest of the compared OMol25 structures with the same formula, charge and spin: 0.00 kcal per mole
- Highest occupied orbital energy: -13.057 eV
- Net charge: +1
- E_tot: -3425.4957 Ha
- Lowest unoccupied orbital energy: -3.4 eV
- Orbital gap: 0.3542 hartree
- SMILES string: Cn1nnc(Br)c1[C@H]1[NH2+]CCS1

Each line ends with the natural charge from an NBO analysis.
Element x y z (Å)
C: 1.036 0.823 -2.838  -0.48
N: -0.168 0.992 -2.095  -0.16
N: -1.220 1.606 -2.617  0.01
N: -2.136 1.737 -1.726  -0.21
C: -1.651 1.226 -0.561  -0.03
Br: -2.645 1.079 0.991  0.18
C: -0.373 0.778 -0.769  0.04
C: 0.665 -0.074 0.130  -0.19
N: 0.361 0.228 1.600  -0.57
C: 0.334 -0.904 2.440  -0.27
C: -0.371 -1.993 1.717  -0.57
S: 0.347 -1.908 0.024  0.24
H: 1.160 -0.259 -3.017  0.23
H: 0.890 1.030 -3.942  0.28
H: 2.068 1.307 -2.534  0.25
H: 1.759 -0.108 -0.068  0.28
H: -0.595 0.757 1.599  0.45
H: 1.088 0.942 1.880  0.45
H: -0.082 -0.737 3.556  0.27
H: 1.246 -1.350 2.512  0.24
H: -0.229 -2.998 2.193  0.28
H: -1.485 -2.174 1.526  0.27



4.
C6H10Cl6O2S | ωB97M-V with the def2-TZVPD basis set

Computed properties:
- Energy above the lowest of the compared OMol25 structures with the same formula, charge and spin: 0.00 kcal per mole
- Highest occupied orbital energy: -10.181 eV
- E_tot: -3544.3900 Ha
- Lowest unoccupied orbital energy: 0.1 eV
- Orbital gap: 0.3793 hartree
- SMILES string: O=S1(=O)CCCC1.ClC(Cl)Cl.ClC(Cl)Cl

Each line ends with the natural charge from an NBO analysis.
Element x y z (Å)
O: -5.007 -9.134 4.117  -0.96
S: -4.352 -9.155 2.797  2.09
O: -5.141 -9.168 1.567  -0.90
C: -3.127 -7.806 3.029  -0.65
C: -1.781 -8.438 3.354  -0.42
C: -1.954 -9.900 3.696  -0.42
C: -3.144 -10.543 2.948  -0.62
H: -3.532 -7.171 3.806  0.26
H: -3.052 -7.148 2.174  0.24
H: -1.089 -8.332 2.532  0.21
H: -1.150 -7.929 4.120  0.23
H: -2.206 -10.084 4.749  0.22
H: -1.013 -10.388 3.377  0.23
H: -3.613 -11.348 3.487  0.26
H: -2.923 -10.781 1.878  0.23
Cl: 2.401 -14.323 8.006  0.03
C: 2.644 -14.066 6.271  -0.26
Cl: 1.720 -12.692 5.597  0.01
Cl: 2.334 -15.585 5.360  0.01
H: 3.679 -13.796 6.162  0.23
Cl: -1.884 -13.505 4.328  0.01
C: -0.634 -14.463 3.571  -0.30
Cl: -0.321 -13.939 1.946  0.04
Cl: -0.998 -16.185 3.844  0.01
H: 0.243 -14.273 4.173  0.23



5.
C6H10ClF | ωB97M-V with the def2-TZVPD basis set

Computed properties:
- Energy above the lowest of the compared OMol25 structures with the same formula, charge and spin: 73.95 kcal per mole
- Highest occupied orbital energy: -9.510 eV
- E_tot: -794.5444 Ha
- Lowest unoccupied orbital energy: 0.3 eV
- Orbital gap: 0.3589 hartree
- SMILES string: C/C(=C/CF)[C@H](C)Cl

Each line ends with the natural charge from an NBO analysis.
Element x y z (Å)
C: 0.604 -1.085 -2.241  -0.67
C: 0.275 -0.912 -0.807  0.01
C: -0.651 -1.595 0.021  -0.21
C: -0.904 -1.405 1.496  0.03
F: -1.515 -0.048 1.570  -0.40
C: 0.992 0.376 -0.234  -0.08
C: 1.411 0.362 1.069  -0.71
Cl: -0.121 1.976 -0.504  -0.19
H: 1.552 -1.726 -2.478  0.24
H: 0.605 -0.083 -2.670  0.23
H: -0.287 -1.623 -2.940  0.23
H: -1.032 -2.631 -0.167  0.21
H: -1.646 -1.950 1.764  0.17
H: -0.129 -1.560 2.168  0.18
H: 1.660 0.748 -1.065  0.23
H: 1.766 -0.700 1.259  0.23
H: 2.182 1.072 1.033  0.24
H: 0.660 0.851 1.713  0.27



6.
C6H10ClF3NO4S | ωB97M-V with the def2-TZVPD basis set

Computed properties:
- Highest occupied orbital energy: -3.195 eV
- Net charge: -1
- E_tot: -1748.3320 Ha
- Lowest unoccupied orbital energy: 2.2 eV
- Orbital gap: 0.1994 hartree

Each line ends with the natural charge from an NBO analysis.
Element x y z (Å)
F: 4.181 -0.704 -2.010  -0.40
C: 4.324 -1.729 -1.102  1.03
F: 5.116 -2.669 -1.770  -0.42
F: 5.216 -1.222 -0.175  -0.39
N: 3.246 -2.175 -0.531  -0.82
C: 2.097 -2.234 -1.414  -0.21
C: 0.984 -1.266 -0.912  -0.45
C: -0.398 -1.945 -0.815  -0.33
Cl: -0.955 -1.971 0.914  -0.14
H: 2.328 -2.061 -2.470  0.17
H: 1.691 -3.254 -1.352  0.14
H: 0.936 -0.369 -1.518  0.19
H: 1.287 -1.015 0.090  0.24
H: -1.132 -1.370 -1.357  0.21
H: -0.369 -2.974 -1.130  0.20
C: -2.288 3.526 1.631  -0.10
C: -2.085 2.237 2.399  -0.10
O: -3.086 1.355 1.883  -0.68
S: -3.337 1.676 0.332  2.55
O: -2.573 0.782 -0.447  -0.88
O: -4.729 1.859 0.135  -0.90
O: -2.609 3.110 0.301  -0.69
H: -3.131 4.098 2.026  0.18
H: -1.398 4.150 1.624  0.21
H: -2.212 2.365 3.471  0.21
H: -1.105 1.799 2.197  0.21



7.
C6H10ClN | ωB97M-V with the def2-TZVPD basis set

Computed properties:
- Energy above the lowest of the compared OMol25 structures with the same formula, charge and spin: 152.37 kcal per mole
- Highest occupied orbital energy: -8.661 eV
- E_tot: -749.3136 Ha
- Lowest unoccupied orbital energy: 0.9 eV
- Orbital gap: 0.3525 hartree
- SMILES string: CN1CC[C@@H]2[C@@H](Cl)[C@H]21

Each line ends with the natural charge from an NBO analysis.
Element x y z (Å)
C: -0.847 1.976 -0.076  -0.42
N: -0.079 0.771 -0.316  -0.44
C: -1.127 -0.301 -0.477  -0.27
C: -0.434 -1.594 -0.212  -0.40
C: 1.000 -1.155 -0.170  -0.26
C: 2.039 -0.450 0.513  -0.15
Cl: 3.377 0.419 -0.407  -0.05
C: 0.775 0.200 0.550  -0.06
H: -0.196 2.853 -0.321  0.22
H: -1.076 2.096 1.043  0.18
H: -1.790 1.600 -0.759  0.22
H: -1.661 0.115 0.524  0.18
H: -1.837 -0.474 -1.301  0.23
H: -0.683 -2.363 -1.131  0.21
H: -0.803 -2.017 0.766  0.22
H: 0.949 -0.838 -1.290  0.23
H: 2.320 -0.707 1.563  0.25
H: 0.070 -0.128 1.500  0.13



8.
C6H10ClN | ωB97M-V with the def2-TZVPD basis set

Computed properties:
- Energy above the lowest of the compared OMol25 structures with the same formula, charge and spin: 8.78 kcal per mole
- Highest occupied orbital energy: -9.299 eV
- E_tot: -749.5425 Ha
- Lowest unoccupied orbital energy: 1.0 eV
- Orbital gap: 0.3773 hartree
- SMILES string: N[C@H]1CC=C(CCl)C1

Each line ends with the natural charge from an NBO analysis.
Element x y z (Å)
N: -2.901 -1.146 0.113  -0.84
C: -1.735 -0.392 -0.331  -0.03
C: -1.965 1.147 -0.283  -0.44
C: -0.470 1.552 -0.196  -0.16
C: 0.302 0.583 0.295  -0.03
C: 1.791 0.599 0.618  -0.39
Cl: 2.681 -0.608 -0.383  -0.07
C: -0.552 -0.615 0.559  -0.45
H: -2.640 -2.105 0.505  0.36
H: -3.536 -1.339 -0.681  0.36
H: -1.416 -0.736 -1.319  0.18
H: -2.492 1.530 -1.150  0.21
H: -2.543 1.469 0.630  0.22
H: -0.053 2.576 -0.365  0.21
H: 2.235 1.646 0.487  0.23
H: 1.965 0.317 1.672  0.22
H: -0.128 -1.568 0.326  0.22
H: -0.880 -0.674 1.646  0.21



> Which value of highest occupied orbital energy does entry 3 give?

-13.057 eV



> Among the records above, which one has the highest orbital gap?

C6H10Cl6O2S